No. 1
{"formula": "C4H9NO", "method": "ωB97M-V/def2-TZVPD", "total_charge": 0, "homo_energy_ev": [-8.20, -8.21], "e_above_lowest_kcal_mol": 144.6, "max_force_ev_per_a": 0.68, "e_tot_ha": -287.6020, "gap_ev": [8.31, 8.31], "species": ["C", "N", "O", "H", "H", "H", "C", "C", "C", "H", "H", "H", "H", "H", "H"], "xyz": [[-1.95, -0.13, -0.33], [-1.27, 0.13, 0.95], [-1.10, -0.95, 1.66], [-1.90, 0.77, -0.95], [-3.00, -0.35, -0.11], [-1.52, -0.98, -0.86], [1.59, 1.13, -0.73], [1.11, 0.00, 0.07], [1.16, -1.15, 0.57], [-0.32, 0.61, 0.78], [1.68, 2.04, -0.13], [2.58, 0.91, -1.16], [0.91, 1.34, -1.56], [0.12, -1.41, 1.18], [1.90, -1.95, 0.62]]}

=====

No. 2
{"formula": "C39H60F6GeKN4P4", "method": "ωB97M-V/def2-TZVPD", "total_charge": 1, "homo_energy_ev": -10.96, "e_above_lowest_kcal_mol": 0.0, "max_force_ev_per_a": 2.24, "e_tot_ha": -6382.6721, "gap_ev": 6.19, "species": ["K", "C", "C", "C", "P", "C", "N", "Ge", "N", "C", "P", "C", "C", "C", "C", "C", "C", "C", "C", "C", "C", "C", "C", "N", "C", "C", "C", "C", "C", "C", "C", "C", "C", "C", "C", "C", "N", "C", "P", "C", "C", "C", "C", "C", "C", "C", "C", "C", "H", "H", "H", "H", "H", "H", "H", "H", "H", "H", "H", "H", "H", "H", "H", "H", "H", "H", "H", "H", "H", "H", "H", "H", "H", "H", "H", "H", "H", "H", "H", "H", "H", "H", "H", "H", "H", "H", "H", "H", "H", "H", "H", "H", "H", "H", "H", "H", "H", "H", "H", "H", "H", "H", "H", "H", "H", "H", "H", "H", "F", "P", "F", "F", "F", "F", "F"], "xyz": [[2.67, -0.76, -0.28], [2.67, -4.41, 1.95], [1.87, -3.21, 2.45], [2.81, -2.09, 2.92], [0.70, -2.61, 1.13], [-0.24, -1.38, 2.14], [-1.37, -0.80, 1.40], [-1.01, 0.48, -0.04], [-1.67, 0.43, -1.86], [-0.83, 0.72, -3.01], [0.94, 0.32, -2.72], [1.83, 1.49, -3.84], [1.81, 2.89, -3.23], [1.31, 1.49, -5.27], [1.06, -1.32, -3.57], [2.51, -1.67, -3.91], [0.43, -2.39, -2.68], [-2.79, -0.40, -1.96], [-3.15, -1.23, -3.02], [-4.30, -1.99, -2.93], [-5.09, -1.97, -1.78], [-4.75, -1.12, -0.73], [-3.63, -0.34, -0.85], [-3.18, 0.63, 0.13], [-3.48, 0.33, 1.51], [-4.63, 0.76, 2.15], [-4.83, 0.43, 3.48], [-3.87, -0.32, 4.14], [-2.71, -0.72, 3.51], [-2.49, -0.40, 2.16], [-3.42, 2.01, -0.26], [-4.62, 2.45, -0.79], [-4.76, 3.79, -1.13], [-3.69, 4.66, -0.95], [-2.48, 4.21, -0.45], [-2.33, 2.87, -0.09], [-1.17, 2.29, 0.42], [0.02, 3.11, 0.58], [1.24, 2.06, 1.47], [2.89, 2.91, 1.23], [2.81, 4.30, 0.60], [3.87, 2.01, 0.47], [0.88, 2.45, 3.26], [-0.53, 2.02, 3.65], [1.11, 3.91, 3.65], [-0.61, -3.92, 0.98], [-0.98, -4.63, 2.28], [-0.28, -4.94, -0.12], [3.38, -4.72, 2.72], [3.24, -4.16, 1.06], [2.03, -5.26, 1.73], [1.25, -3.52, 3.30], [3.48, -1.76, 2.13], [3.45, -2.48, 3.72], [2.27, -1.23, 3.32], [0.45, -0.61, 2.50], [-0.61, -1.91, 3.02], [-0.90, 1.79, -3.23], [-1.15, 0.17, -3.89], [2.87, 1.13, -3.83], [0.79, 3.29, -3.18], [2.40, 3.58, -3.84], [2.23, 2.90, -2.23], [0.30, 1.90, -5.32], [1.29, 0.49, -5.71], [1.95, 2.11, -5.90], [0.48, -1.24, -4.49], [3.17, -1.53, -3.05], [2.90, -1.07, -4.73], [2.58, -2.72, -4.19], [1.06, -2.56, -1.80], [0.36, -3.33, -3.22], [-0.57, -2.12, -2.34], [-2.55, -1.28, -3.92], [-4.58, -2.63, -3.76], [-5.98, -2.58, -1.72], [-5.36, -1.07, 0.16], [-5.35, 1.37, 1.62], [-5.73, 0.75, 3.99], [-4.02, -0.59, 5.18], [-1.97, -1.27, 4.07], [-5.43, 1.75, -0.95], [-5.70, 4.15, -1.53], [-3.80, 5.70, -1.22], [-1.65, 4.89, -0.34], [-0.21, 3.99, 1.18], [0.42, 3.45, -0.38], [3.29, 3.01, 2.25], [2.50, 4.24, -0.44], [3.80, 4.76, 0.62], [2.12, 4.96, 1.13], [3.49, 1.79, -0.54], [4.04, 1.08, 1.01], [4.84, 2.50, 0.35], [1.60, 1.82, 3.80], [-1.28, 2.63, 3.14], [-0.67, 2.15, 4.72], [-0.73, 0.98, 3.41], [0.39, 4.57, 3.18], [2.12, 4.26, 3.43], [0.97, 4.00, 4.73], [-1.48, -3.34, 0.64], [-0.16, -5.27, 2.63], [-1.84, -5.28, 2.10], [-1.25, -3.95, 3.08], [0.58, -5.55, 0.14], [-0.06, -4.45, -1.07], [-1.12, -5.61, -0.27], [3.78, -2.63, -0.83], [5.43, -2.25, -0.75], [4.91, -0.69, -0.36], [5.79, -3.74, -1.13], [5.37, -2.59, 0.81], [5.33, -1.82, -2.30], [6.93, -1.78, -0.65]]}

=====

No. 3
{"formula": "C3H7N3S", "method": "ωB97M-V/def2-TZVPD", "total_charge": 0, "homo_energy_ev": -8.91, "e_above_lowest_kcal_mol": 85.2, "max_force_ev_per_a": 4.43, "smiles": "[H]/N=C1/SCCN1N", "e_tot_ha": -680.8464, "gap_ev": 9.54, "species": ["H", "N", "C", "S", "C", "C", "N", "N", "H", "H", "H", "H", "H", "H"], "xyz": [[0.19, -2.47, -1.23], [-0.86, -2.26, -1.11], [-0.82, -1.08, -0.54], [-1.95, -0.58, 0.60], [-1.33, 1.13, 0.79], [0.09, 0.96, 0.33], [0.28, -0.15, -0.62], [1.73, -0.71, -0.70], [-1.64, 2.08, 0.09], [-1.47, 1.27, 1.89], [0.80, 0.88, 1.29], [0.44, 1.89, -0.05], [2.49, 0.12, -1.01], [2.06, -1.08, 0.27]]}

=====

No. 4
{"formula": "C28H76N4O8", "method": "ωB97M-V/def2-TZVPD", "total_charge": 0, "homo_energy_ev": -8.83, "e_above_lowest_kcal_mol": 50.2, "max_force_ev_per_a": 3.62, "smiles": "COC[C@H](C)N.COC[C@H](C)N.COC[C@H](C)N.COC[C@H](C)N.CC(C)O.CC(C)O.CC(C)O.CC(C)O", "e_tot_ha": -1933.1940, "gap_ev": 9.44, "species": ["C", "O", "C", "C", "C", "N", "H", "H", "H", "H", "H", "H", "H", "H", "H", "H", "H", "C", "O", "C", "C", "C", "N", "H", "H", "H", "H", "H", "H", "H", "H", "H", "H", "H", "C", "O", "C", "C", "C", "N", "H", "H", "H", "H", "H", "H", "H", "H", "H", "H", "H", "C", "O", "C", "C", "C", "N", "H", "H", "H", "H", "H", "H", "H", "H", "H", "H", "H", "C", "C", "C", "O", "H", "H", "H", "H", "H", "H", "H", "H", "C", "C", "C", "O", "H", "H", "H", "H", "H", "H", "H", "H", "C", "C", "C", "O", "H", "H", "H", "H", "H", "H", "H", "H", "C", "C", "C", "O", "H", "H", "H", "H", "H", "H", "H", "H"], "xyz": [[18.71, 13.21, 9.66], [17.84, 12.06, 9.54], [17.43, 11.69, 8.27], [16.56, 10.41, 8.34], [17.30, 9.23, 8.80], [15.92, 10.03, 7.10], [19.67, 12.96, 9.18], [18.86, 13.42, 10.73], [18.23, 14.06, 9.17], [16.81, 12.45, 7.89], [18.21, 11.54, 7.56], [15.78, 10.67, 9.08], [17.59, 9.24, 9.85], [18.20, 8.89, 8.28], [16.51, 8.50, 8.78], [15.47, 10.86, 6.67], [16.50, 9.71, 6.32], [9.72, 13.41, 16.34], [9.79, 12.04, 16.06], [10.20, 11.64, 14.74], [10.78, 10.18, 14.77], [12.03, 10.12, 15.71], [11.14, 9.95, 13.40], [10.71, 13.84, 16.11], [9.49, 13.43, 17.37], [8.97, 13.94, 15.70], [9.36, 11.72, 14.07], [11.05, 12.31, 14.35], [9.98, 9.61, 15.18], [12.39, 9.10, 15.64], [11.65, 10.23, 16.72], [12.83, 10.82, 15.43], [11.69, 9.10, 13.28], [10.39, 9.83, 12.71], [13.00, 12.61, 18.38], [13.28, 13.70, 17.57], [14.25, 13.60, 16.61], [14.26, 14.78, 15.58], [12.90, 15.25, 14.96], [15.22, 14.29, 14.62], [13.04, 11.70, 17.76], [12.04, 12.68, 18.85], [13.74, 12.43, 19.14], [15.28, 13.55, 17.10], [14.22, 12.67, 16.07], [14.74, 15.67, 16.05], [13.06, 16.14, 14.31], [12.24, 15.59, 15.78], [12.44, 14.44, 14.34], [15.47, 14.96, 13.91], [14.81, 13.55, 14.07], [15.29, 14.48, 8.56], [13.97, 14.93, 8.73], [13.58, 15.87, 7.69], [12.04, 16.14, 7.74], [11.27, 14.88, 7.74], [11.82, 16.99, 6.51], [15.39, 13.78, 7.78], [15.68, 14.05, 9.48], [16.01, 15.22, 8.41], [14.26, 16.68, 7.91], [13.89, 15.51, 6.71], [11.97, 16.68, 8.64], [10.22, 15.03, 8.17], [11.75, 14.12, 8.34], [11.11, 14.52, 6.72], [10.83, 17.00, 6.28], [11.95, 17.98, 6.70], [13.81, 5.94, 13.72], [13.33, 7.00, 12.80], [13.94, 6.94, 11.43], [11.88, 7.07, 12.82], [14.89, 5.99, 13.76], [13.47, 4.96, 13.39], [13.36, 6.10, 14.70], [13.67, 7.97, 13.14], [13.76, 5.95, 10.98], [15.00, 7.06, 11.51], [13.52, 7.67, 10.73], [11.51, 6.19, 12.65], [10.89, 7.56, 8.38], [11.50, 8.93, 8.59], [12.29, 9.41, 7.35], [10.37, 9.81, 8.89], [10.28, 7.20, 9.21], [11.76, 6.91, 8.30], [10.26, 7.54, 7.44], [12.18, 8.84, 9.44], [11.72, 9.45, 6.41], [13.16, 8.87, 7.09], [12.60, 10.46, 7.57], [10.48, 10.65, 8.45], [14.24, 10.23, 11.90], [14.07, 11.70, 12.04], [13.42, 12.30, 10.81], [13.27, 12.05, 13.18], [15.01, 9.93, 11.10], [13.31, 9.76, 11.57], [14.55, 9.75, 12.80], [15.07, 12.05, 12.20], [14.14, 12.32, 10.02], [13.08, 13.31, 10.94], [12.63, 11.64, 10.50], [12.55, 11.36, 13.23], [9.46, 12.22, 10.43], [8.75, 13.40, 11.02], [9.68, 14.40, 11.68], [7.83, 13.95, 10.11], [10.20, 12.52, 9.71], [8.74, 11.65, 9.91], [9.96, 11.57, 11.11], [8.11, 13.01, 11.80], [10.11, 13.88, 12.56], [9.13, 15.27, 12.03], [10.46, 14.78, 11.06], [7.80, 14.90, 10.21]]}

=====

No. 5
{"formula": "C4H5Cl", "method": "ωB97M-V/def2-TZVPD", "total_charge": 0, "homo_energy_ev": -9.87, "e_above_lowest_kcal_mol": 22.0, "max_force_ev_per_a": 3.53, "e_tot_ha": -615.5207, "gap_ev": 10.93, "species": ["C", "C", "C", "C", "Cl", "H", "H", "H", "H", "H"], "xyz": [[-0.04, 0.49, 0.79], [-1.04, -0.40, 0.67], [0.84, -0.02, -0.30], [-0.38, -0.91, -0.52], [0.08, -2.70, -0.71], [0.16, 1.29, 1.39], [-1.95, -0.34, 1.18], [1.04, 0.86, -0.94], [1.75, -0.48, -0.15], [-1.05, -0.60, -1.33]]}

=====

No. 6
{"formula": "C3H9NS2", "method": "ωB97M-V/def2-TZVPD", "spin_multiplicity": 2, "total_charge": -1, "homo_energy_ev": [-0.52, -2.98], "e_above_lowest_kcal_mol": 20.1, "max_force_ev_per_a": 2.85, "e_tot_ha": -970.8022, "gap_ev": [4.38, 6.76], "s_squared": 0.75, "species": ["S", "S", "C", "C", "N", "C", "H", "H", "H", "H", "H", "H", "H", "H", "H"], "xyz": [[2.04, 1.54, 1.13], [1.14, -0.24, 2.28], [0.79, -1.26, 0.71], [0.20, -0.49, -0.42], [-1.07, 0.11, -0.08], [-1.81, 0.64, -1.24], [2.94, 1.66, 2.13], [0.24, -2.13, 1.06], [1.81, -1.60, 0.47], [0.90, 0.20, -0.91], [0.05, -1.22, -1.25], [-1.07, 0.65, 0.78], [-1.81, 1.72, -1.45], [-1.51, 0.10, -2.14], [-2.84, 0.32, -1.08]]}